[1]
{
  "formula": "C32H22BrF4IN2O2PPd",
  "method": "wB97M-V/def2-TZVPD",
  "symbols": ["I", "Pd", "Br", "P", "F", "F", "F", "F", "O", "O", "N", "N", "C", "C", "C", "C", "C", "C", "C", "C", "C", "C", "C", "C", "C", "C", "C", "C", "C", "C", "C", "C", "C", "C", "C", "C", "C", "C", "C", "C", "C", "C", "C", "C", "H", "H", "H", "H", "H", "H", "H", "H", "H", "H", "H", "H", "H", "H", "H", "H", "H", "H", "H", "H", "H", "H"],
  "positions_angstrom": [[4.127, -1.179, -1.086], [1.279, -0.867, -1.114], [1.195, -3.295, -1.447], [-0.903, -0.752, -1.199], [-2.869, -6.340, -0.629], [-3.733, -1.759, -0.554], [-4.588, -4.274, -0.319], [-0.266, -5.869, -1.152], [1.033, 1.102, -1.239], [2.805, 3.029, 3.625], [0.240, 4.317, 0.009], [2.124, -0.330, 1.143], [-2.915, 0.187, -2.897], [-1.565, -0.133, -2.747], [4.830, -2.835, 1.364], [-2.043, 1.468, 0.038], [3.767, -2.678, 3.514], [-1.399, -0.382, 1.458], [-2.500, 0.759, -5.197], [-3.375, 0.633, -4.124], [-2.269, 1.637, 2.425], [1.089, 3.087, 1.869], [-1.552, 0.173, 0.187], [-1.105, -4.849, -1.014], [-2.404, 2.195, 1.161], [0.529, 4.210, 1.317], [2.906, -1.704, 3.028], [-2.850, -2.744, -0.707], [-2.440, -5.100, -0.744], [4.726, -3.245, 2.686], [-1.767, 0.350, 2.576], [-1.522, -2.463, -0.981], [1.409, 3.085, 3.344], [-1.158, 0.442, -5.049], [2.994, -1.284, 1.703], [-0.686, -0.003, -3.823], [1.329, 1.964, 1.043], [0.965, 2.044, -0.309], [0.450, 3.294, -0.785], [0.133, 3.429, -2.244], [3.960, -1.871, 0.892], [-3.316, -4.043, -0.585], [2.056, 0.842, 1.629], [-0.666, -3.550, -1.123], [2.150, -1.261, 3.665], [0.976, 2.210, 3.830], [3.688, -2.995, 4.546], [-1.663, -0.083, 3.562], [3.219, 3.840, 3.310], [2.627, 1.094, 2.526], [0.362, -0.228, -3.689], [5.582, -3.265, 0.716], [0.955, 3.966, 3.802], [-0.593, 2.676, -2.558], [-3.599, 0.097, -2.064], [-2.131, 1.913, -0.944], [-4.420, 0.886, -4.244], [1.024, 3.271, -2.854], [5.398, -4.005, 3.064], [-2.868, 1.110, -6.152], [-2.553, 2.209, 3.300], [-0.477, 0.548, -5.883], [-0.990, -1.380, 1.571], [-2.780, 3.204, 1.047], [-0.266, 4.424, -2.430], [0.305, 5.072, 1.937]],
  "atomic_forces_ev_per_a": [[0.169, -0.002, -0.053], [0.005, 0.096, 0.288], [-0.136, -0.052, 0.118], [-0.412, -0.079, -0.124], [-0.022, -0.042, 0.005], [0.004, 0.006, -0.004], [-0.057, -0.009, 0.011], [-0.010, 0.012, 0.002], [0.349, 0.265, -0.045], [-0.064, -0.035, -0.003], [-0.044, 0.081, -0.003], [0.006, -0.281, -0.450], [-0.016, 0.002, 0.022], [0.156, -0.036, -0.034], [0.027, -0.029, -0.016], [0.024, -0.046, 0.004], [-0.030, 0.047, -0.055], [-0.056, 0.098, 0.017], [-0.025, -0.001, 0.011], [-0.031, 0.021, -0.042], [-0.005, 0.020, -0.031], [0.020, 0.074, 0.092], [0.063, -0.030, 0.090], [0.098, -0.128, -0.017], [-0.010, 0.023, 0.076], [0.010, -0.077, -0.173], [0.018, -0.033, 0.013], [-0.080, 0.090, -0.024], [-0.035, -0.084, 0.008], [-0.018, -0.001, 0.060], [0.028, -0.064, -0.035], [0.176, 0.031, -0.056], [0.047, -0.023, -0.046], [0.015, -0.009, 0.038], [-0.029, 0.067, 0.212], [-0.116, 0.046, 0.001], [0.013, -0.144, -0.170], [-0.215, -0.075, 0.030], [0.031, -0.114, 0.080], [-0.041, 0.082, 0.045], [0.012, 0.028, -0.130], [-0.055, 0.003, 0.018], [0.084, 0.199, 0.335], [0.122, 0.154, -0.016], [0.012, -0.010, 0.009], [0.010, -0.024, 0.035], [-0.003, 0.013, -0.026], [0.000, 0.013, -0.017], [-0.015, 0.016, -0.022], [0.018, -0.069, -0.007], [0.059, -0.013, -0.017], [-0.020, 0.018, 0.008], [-0.010, 0.021, 0.034], [-0.006, 0.006, -0.018], [-0.003, 0.002, -0.013], [-0.012, -0.003, -0.002], [0.012, -0.004, -0.002], [-0.001, -0.003, 0.012], [-0.023, 0.021, -0.006], [-0.002, -0.001, 0.012], [0.001, -0.003, -0.023], [-0.004, -0.003, 0.016], [0.001, -0.005, 0.033], [0.007, -0.016, -0.001], [0.012, -0.013, -0.006], [-0.007, 0.007, -0.049]],
  "nbo_charge": [0.259, 0.551, 0.288, 1.259, -0.254, -0.292, -0.259, -0.273, -0.721, -0.721, -0.392, -0.560, -0.205, -0.344, -0.216, -0.181, -0.176, -0.205, -0.165, -0.204, -0.189, -0.062, -0.423, 0.304, -0.186, -0.013, -0.251, 0.422, 0.323, -0.205, -0.157, -0.476, -0.084, -0.194, 0.175, -0.193, -0.134, 0.325, 0.192, -0.648, -0.203, 0.280, 0.154, -0.113, 0.227, 0.183, 0.231, 0.220, 0.478, 0.209, 0.228, 0.236, 0.186, 0.214, 0.233, 0.236, 0.233, 0.232, 0.234, 0.232, 0.230, 0.231, 0.220, 0.237, 0.240, 0.200],
  "charge": 1,
  "multiplicity": 1,
  "homo_lumo_gap_ha": [0.24528, 0.24526],
  "energy_ev": -142391.71173
}

[2]
{
  "formula": "C8H15N2",
  "method": "wB97M-V/def2-TZVPD",
  "symbols": ["N", "N", "C", "C", "C", "C", "C", "C", "C", "C", "H", "H", "H", "H", "H", "H", "H", "H", "H", "H", "H", "H", "H", "H", "H"],
  "positions_angstrom": [[-1.892, -1.325, -0.451], [-1.513, 0.858, 0.152], [-2.240, -0.083, -0.415], [-0.832, -2.054, 0.103], [1.726, -0.751, -0.552], [0.534, 1.743, 1.183], [0.369, 1.430, -1.358], [0.126, -1.353, 1.238], [-0.036, 0.890, 0.034], [0.549, -0.421, 0.322], [1.023, -1.923, 1.372], [1.347, -0.696, -1.572], [-1.208, -2.804, 0.848], [-0.381, -2.641, -0.698], [1.443, 1.947, 0.774], [-0.235, 2.386, 1.529], [-0.382, 2.109, -1.680], [-3.232, 0.170, -0.918], [2.511, -0.003, -0.469], [0.376, 0.635, -2.100], [-0.424, -1.122, 2.169], [1.274, 1.893, -1.496], [2.186, -1.773, -0.422], [0.878, 1.172, 2.110], [-1.966, 1.717, 0.298]],
  "atomic_forces_ev_per_a": [[-1.522, 0.605, -0.631], [1.940, 0.860, 0.898], [-1.148, -3.569, -1.193], [-1.370, -0.825, 0.663], [0.055, -1.494, 0.136], [-0.368, -3.089, 1.767], [-2.292, -1.366, -0.057], [0.658, 0.152, 1.070], [-1.563, 0.067, -0.260], [1.589, 0.719, -1.391], [-0.183, -1.285, 0.772], [0.369, -0.156, -0.038], [-0.149, 0.333, -0.869], [0.795, 0.304, 0.315], [2.361, 2.539, -0.643], [0.005, 1.486, -0.052], [-0.619, 0.746, -0.184], [1.343, -0.138, 0.890], [0.009, 0.214, 0.067], [-0.481, 0.040, -0.059], [0.037, 0.047, -0.953], [2.365, 1.138, 0.426], [-0.628, 1.116, 0.279], [-0.955, 0.214, -1.026], [-0.249, 1.343, 0.077]],
  "nbo_charge": [-0.501, -0.617, 0.307, -0.198, -0.740, -0.577, -0.626, -0.533, -0.002, 0.570, 0.259, 0.267, 0.272, 0.248, 0.231, 0.258, 0.242, 0.218, 0.282, 0.219, 0.284, 0.234, 0.257, 0.237, 0.409],
  "charge": 1,
  "multiplicity": 1,
  "homo_lumo_gap_ha": 0.29742,
  "energy_ev": -11509.40822
}

[3]
{
  "formula": "C42H44AsN5O2SY",
  "method": "wB97M-V/def2-TZVPD",
  "symbols": ["Y", "As", "S", "O", "O", "N", "N", "N", "N", "N", "C", "C", "C", "C", "C", "C", "C", "C", "C", "C", "C", "C", "C", "C", "C", "C", "C", "C", "C", "C", "C", "C", "C", "C", "C", "C", "C", "C", "C", "C", "C", "C", "C", "C", "C", "C", "C", "C", "C", "C", "C", "C", "H", "H", "H", "H", "H", "H", "H", "H", "H", "H", "H", "H", "H", "H", "H", "H", "H", "H", "H", "H", "H", "H", "H", "H", "H", "H", "H", "H", "H", "H", "H", "H", "H", "H", "H", "H", "H", "H", "H", "H", "H", "H", "H", "H"],
  "positions_angstrom": [[-0.216, -0.690, -0.763], [0.884, -0.137, -3.984], [1.577, -2.586, -1.672], [-2.882, 3.068, 5.753], [1.137, 0.849, 0.042], [4.397, -1.295, -1.368], [0.569, -1.506, 1.289], [2.746, 0.144, 5.332], [1.993, 0.319, 6.311], [5.130, 0.269, 0.764], [1.429, -0.649, 3.338], [5.147, 0.888, -0.538], [4.148, 0.165, -1.471], [-3.400, 0.771, 2.190], [-4.732, 1.000, 1.505], [1.049, 1.677, -6.219], [2.224, 0.326, 3.997], [-0.541, -0.112, -6.531], [0.238, -2.640, 1.790], [-0.401, 0.535, 6.775], [-1.029, -0.564, -3.567], [-3.171, 0.494, -3.082], [-2.242, -0.787, 0.336], [1.146, -0.479, 2.008], [0.754, 2.190, -7.505], [0.332, -2.826, 3.207], [-1.796, 0.564, -3.375], [0.704, 1.008, 6.170], [-1.727, 2.388, 5.944], [2.236, 1.675, 1.986], [0.657, 2.252, 5.543], [1.698, -3.849, -6.014], [-3.724, -0.815, -2.982], [-3.640, 0.218, 3.576], [1.423, -2.528, -5.733], [0.867, -1.809, 3.956], [-2.651, -0.076, 1.269], [-1.590, 1.220, 6.684], [-0.569, 2.922, 5.385], [1.711, -2.880, -3.408], [-2.964, -1.948, -3.138], [-0.918, 0.442, -7.760], [1.995, -4.223, -3.710], [0.384, 0.557, -5.724], [2.719, 1.402, 3.272], [1.370, -1.962, -4.414], [-2.679, 2.127, 2.363], [2.027, -4.739, -4.970], [-4.052, 2.515, 6.434], [-0.276, 1.574, -8.213], [-1.592, -1.803, -3.419], [1.521, 0.704, 1.288], [1.036, -1.925, 5.008], [4.632, -1.494, -0.357], [1.779, 2.263, -5.680], [-4.311, 0.942, 4.156], [-4.852, 3.108, 6.107], [-2.736, 0.167, 4.191], [4.755, 1.884, -0.629], [-5.369, 0.095, 1.419], [1.317, -1.861, -6.594], [-2.518, 0.734, 7.084], [-5.276, 1.689, 2.008], [1.230, 3.015, -7.947], [1.633, -4.165, -7.050], [-1.758, 2.008, 2.773], [5.176, -1.638, -1.970], [3.306, 2.132, 3.793], [-1.703, -0.017, -8.419], [5.910, 0.520, 1.349], [-1.374, 1.565, -3.441], [-1.052, -1.071, -6.192], [3.400, -1.624, -1.544], [2.513, 2.507, 1.409], [3.121, 0.429, -1.205], [-2.662, 2.634, 1.416], [-3.283, -3.013, -3.013], [4.215, 0.462, -2.505], [-3.216, 2.845, 2.953], [-4.586, 1.481, 0.509], [-4.185, 1.475, 6.231], [-0.553, 1.981, -9.145], [-0.022, -3.761, 3.661], [-3.858, 2.679, 7.523], [1.499, 2.737, 5.117], [4.254, 0.483, 1.292], [-0.550, 3.873, 4.897], [-0.976, -2.698, -3.597], [6.185, 0.868, -0.992], [2.320, -5.777, -5.058], [-3.785, 1.374, -2.812], [2.212, -4.855, -2.915], [-0.177, -3.380, 1.135], [-0.285, -0.416, 7.245], [-4.739, -0.800, -2.598], [-4.084, -0.818, 3.446]],
  "atomic_forces_ev_per_a": [[0.022, 0.469, -0.518], [-0.653, -0.572, -0.083], [-0.149, 0.665, 0.549], [-0.697, -0.846, 0.235], [-0.462, -0.490, -0.840], [-0.414, 0.132, 0.646], [0.548, 1.453, -1.328], [-1.287, -0.624, 0.522], [0.082, 0.539, -0.139], [-1.138, -0.155, 0.581], [-0.119, -0.093, 1.691], [0.252, -0.166, -1.642], [1.215, 0.498, 0.536], [0.107, 1.225, 0.246], [0.487, -1.380, -2.381], [-0.116, 0.952, -1.278], [0.895, 0.930, -0.543], [-1.288, -0.780, -0.057], [-0.176, -0.153, 2.153], [-0.312, -0.655, 0.238], [1.225, 0.633, 0.400], [0.694, -1.468, 0.174], [-0.166, 0.844, 1.078], [0.063, -0.382, -1.360], [-1.416, -2.047, 1.200], [-0.159, -0.189, -0.130], [-1.770, 1.624, 0.548], [2.316, 0.700, -1.121], [0.494, 0.153, 0.071], [-0.025, -1.898, -0.334], [-1.855, 0.432, -0.369], [0.155, -0.586, 0.197], [-0.665, 1.756, 0.809], [-0.973, -0.780, 0.818], [0.081, 1.333, 0.236], [0.757, -0.434, -0.439], [0.676, -1.341, -1.242], [-2.468, -0.916, 0.269], [1.340, -0.668, 0.596], [-0.967, -0.048, -0.117], [1.017, -1.148, -0.050], [-0.534, -0.962, -0.048], [0.123, 1.105, -0.504], [0.626, -0.089, -0.504], [-1.292, -0.427, 0.386], [0.922, -1.845, -1.006], [-2.704, 0.166, -1.623], [-0.306, 0.825, -0.654], [2.423, 0.976, 1.239], [0.759, 0.279, 0.384], [-0.244, -1.392, -0.315], [-0.307, 0.227, 0.965], [-0.193, -0.138, 0.432], [-0.098, 0.320, -0.889], [0.149, -0.382, 0.542], [0.515, -1.217, -1.002], [-1.161, 0.651, -0.410], [0.108, -0.237, -0.302], [0.326, 1.045, 0.572], [0.650, 0.360, -0.122], [-0.283, -0.198, 0.331], [1.196, 0.554, -0.166], [-1.789, 2.196, 2.011], [0.716, 0.995, -0.128], [0.237, -0.061, 0.126], [2.920, -0.336, 1.013], [-1.146, 0.213, 0.405], [0.442, 0.186, 0.100], [0.870, 0.350, 0.957], [0.150, 0.072, -0.025], [0.237, -0.117, -0.088], [0.789, 1.439, -0.336], [0.597, -1.431, -0.237], [0.424, 1.292, -0.368], [0.004, -0.594, 0.430], [0.612, 0.072, -0.756], [-0.307, 1.333, -0.056], [0.435, 0.125, -0.360], [-0.612, -0.065, 0.825], [0.000, -0.731, 0.425], [-0.187, -0.591, -0.249], [-0.304, 0.383, -1.001], [0.207, 0.560, -0.194], [-0.502, -0.301, -0.678], [0.744, 0.083, -0.106], [0.977, -0.112, -0.602], [-0.302, 0.380, -0.255], [-0.314, 0.374, 0.207], [-1.090, -0.031, 0.651], [-0.211, 0.025, -0.531], [0.555, -0.617, -0.456], [0.339, -0.999, 1.440], [-0.114, -0.350, -0.178], [-0.433, -0.451, 0.558], [-0.054, -0.639, -0.358], [0.285, 1.202, 0.679]],
  "lowdin_charge": [1.287, 1.312, 0.565, -0.082, -0.255, 0.115, -0.033, 0.079, 0.094, 0.013, -0.095, -0.256, -0.186, -0.631, -0.058, -0.109, -0.226, -0.121, -0.120, -0.043, -0.519, -0.036, -0.134, -0.153, -0.053, -0.002, -0.168, -0.270, -0.311, -0.011, -0.005, -0.071, -0.074, -0.044, -0.100, 0.036, -0.160, -0.022, 0.020, -0.686, -0.062, -0.072, -0.155, -0.431, -0.042, -0.423, -0.029, -0.058, -0.038, -0.088, -0.152, -0.373, 0.110, 0.151, 0.091, 0.098, 0.078, 0.072, 0.102, 0.108, 0.097, 0.125, 0.042, 0.091, 0.108, 0.039, 0.182, 0.115, 0.128, 0.085, 0.107, 0.132, -0.016, 0.106, 0.085, 0.084, 0.133, 0.119, 0.084, 0.101, 0.057, 0.094, 0.120, 0.118, 0.093, 0.073, 0.118, 0.111, 0.139, 0.113, 0.122, 0.069, 0.113, 0.116, 0.111, 0.112],
  "charge": 1,
  "multiplicity": 1,
  "homo_lumo_gap_ha": 0.26815,
  "energy_ev": -128522.87324
}

[4]
{
  "formula": "C8H16FO4P",
  "method": "wB97M-V/def2-TZVPD",
  "symbols": ["P", "F", "O", "O", "O", "O", "C", "C", "C", "C", "C", "C", "C", "C", "H", "H", "H", "H", "H", "H", "H", "H", "H", "H", "H", "H", "H", "H", "H", "H"],
  "positions_angstrom": [[-1.096, -0.181, 0.837], [-0.140, -2.209, -1.599], [1.873, -0.704, 0.852], [-1.091, 1.347, 0.094], [-0.801, 0.008, 2.201], [1.159, 0.258, -1.102], [2.290, 0.565, 1.251], [-2.510, 2.479, -1.448], [0.603, -3.011, 0.565], [0.490, -1.970, -0.466], [-2.691, -1.040, 0.480], [3.551, 1.036, 0.425], [-1.303, 1.560, -1.279], [1.103, -0.711, -0.336], [-0.461, 2.075, -1.801], [2.718, 0.583, 2.272], [-0.071, -2.820, 1.365], [1.645, -2.903, 1.099], [-3.279, -1.253, 1.510], [-3.253, -0.541, -0.248], [1.423, 1.285, 1.150], [3.969, 1.994, 0.823], [0.651, -4.016, 0.088], [-1.460, 0.617, -1.754], [-3.456, 2.034, -1.109], [-2.351, -2.002, 0.030], [-2.681, 2.572, -2.544], [-2.328, 3.359, -0.963], [3.169, 1.297, -0.574], [4.328, 0.291, 0.182]],
  "atomic_forces_ev_per_a": [[-1.273, 1.363, -5.575], [-0.089, -0.488, -0.420], [-0.881, -0.910, -0.575], [0.499, -2.457, 1.749], [1.188, 0.024, 4.363], [-0.366, -1.582, 0.247], [1.907, 2.091, -0.262], [-0.878, -3.138, -2.111], [3.433, -1.010, -0.004], [-1.859, 1.491, 1.428], [0.720, -1.896, 2.623], [-1.222, 1.089, -1.199], [-0.548, 1.125, -0.917], [2.618, 2.810, 0.176], [-0.177, -0.708, 0.903], [-1.161, -0.724, -0.121], [-0.944, -0.614, 0.588], [-1.889, -0.078, -1.190], [1.434, 0.675, -2.526], [-1.001, 0.908, -0.885], [1.218, -0.542, 0.211], [-0.122, -0.982, 0.014], [-0.767, 0.583, 0.594], [-0.062, -0.665, -0.687], [0.336, 0.037, 0.370], [-0.545, 0.426, 0.437], [0.300, 0.529, 0.613], [0.270, 2.516, 1.011], [0.179, 0.065, 0.225], [-0.319, 0.062, 0.920]],
  "nbo_charge": [1.997, -0.298, -0.553, -0.788, -1.049, -0.668, -0.075, -0.619, -0.724, 0.359, -1.022, -0.656, -0.052, 0.565, 0.204, 0.193, 0.252, 0.277, 0.279, 0.250, 0.200, 0.206, 0.244, 0.168, 0.195, 0.249, 0.210, 0.213, 0.229, 0.213],
  "charge": 0,
  "multiplicity": 1,
  "homo_lumo_gap_ha": 0.27377,
  "energy_ev": -28749.36961
}

Energy relative to the best compared isomer or geometry (same formula, charge and spin) values, unit kJ/mol, following the record order: 79.9; 344.9; 44.4; 200.0.